A molecular structure, C38H42Ge2N3SY, computed with ωB97M-V with the def2-TZVPD basis set.

Last column: Mulliken charge in e.
Atoms and positions in Å:
Y: 0.03169 0.16985 0.64381  -0.0049
S: 1.37135 -1.94038 -0.81655  -0.3613
C: 0.64259 -2.25955 -2.29659  -0.0524
N: -0.31921 -1.52274 -2.85770  0.3794
C: -0.80837 -2.09935 -4.10238  -0.5487
C: 0.22533 -3.21599 -4.37397  -0.5402
N: 0.94100 -3.28637 -3.10550  -0.1441
H: -0.79389 -0.80223 -2.31819  0.0296
H: -0.81767 -1.35637 -4.89800  0.3322
H: -1.81774 -2.49667 -3.98450  0.3094
H: 0.89793 -2.95156 -5.19174  0.2940
H: -0.25002 -4.16717 -4.60670  0.3053
H: 1.74830 -3.85872 -2.93343  0.2387
C: -0.98351 1.07969 -1.33676  -1.4688
Ge: -2.30838 2.23316 -0.53786  2.5908
C: -2.76149 4.04675 -1.08548  -0.2404
C: -3.53978 4.82474 -0.22819  -0.1179
C: -3.88518 6.12382 -0.56710  -0.7218
C: -3.44845 6.66742 -1.76838  -0.4364
C: -2.66650 5.90933 -2.62589  -0.5279
C: -2.32708 4.60619 -2.28375  -0.5652
C: -3.98368 1.23744 -0.32256  -0.1137
C: -5.20702 1.77756 -0.71449  -0.4732
C: -6.38244 1.04606 -0.59769  -0.6521
C: -6.35199 -0.24376 -0.08989  -0.6105
C: -5.14013 -0.80344 0.29226  -0.5566
C: -3.96982 -0.06926 0.16991  0.3852
C: -1.55814 2.46025 1.30553  -1.6253
C: -0.38400 3.21967 1.46958  0.1320
C: 0.27266 3.26947 2.68722  -0.6431
C: -0.21094 2.53319 3.76662  -0.3341
C: -1.36375 1.78139 3.62969  -0.6328
C: -2.03683 1.75227 2.40936  0.7467
H: -0.42261 1.57837 -2.13795  0.4329
H: -3.87904 4.41291 0.71690  0.4092
H: -4.49148 6.71548 0.10712  0.3933
H: -3.71717 7.68197 -2.03335  0.3798
H: -2.31809 6.33259 -3.55945  0.3912
H: -1.71676 4.02012 -2.96245  0.3110
H: -5.24846 2.78255 -1.11897  0.3319
H: -7.32298 1.48446 -0.90719  0.4010
H: -7.26758 -0.81396 0.00297  0.3794
H: -5.10583 -1.81489 0.67900  0.3940
H: -3.03293 -0.53314 0.46822  0.0011
H: -0.00690 3.80298 0.63493  0.3884
H: 1.16796 3.86620 2.79606  0.4382
H: 0.31808 2.55086 4.71064  0.3905
H: -1.74023 1.20277 4.46291  0.4111
H: -2.95897 1.19128 2.32035  0.3609
C: 0.16762 -3.07771 2.63641  -1.5073
C: -1.20646 -2.54508 2.18408  1.9803
C: -2.22008 -2.74865 3.32502  -1.8165
C: -1.70549 -3.34477 0.96608  -1.2536
N: -1.04841 -1.16801 1.88965  -0.3787
H: 0.08636 -4.14932 2.83082  0.4633
H: 0.49759 -2.57488 3.54589  0.3702
H: 0.93215 -2.92893 1.87210  0.2037
H: -2.36565 -3.80982 3.53881  0.4105
H: -3.18477 -2.31704 3.04890  0.3317
H: -1.87091 -2.25132 4.23109  0.3575
H: -1.80224 -4.40622 1.20768  0.5124
H: -1.01312 -3.24141 0.12895  0.0557
H: -2.68628 -2.97752 0.65360  0.1759
Ge: 2.74910 0.69828 1.51449  0.6084
C: 3.33115 -0.76619 2.72493  0.1765
C: 3.95815 -1.91464 2.24243  -0.1921
C: 4.25743 -2.98018 3.08161  -0.6157
C: 3.93273 -2.91872 4.42922  -0.4066
C: 3.31352 -1.78154 4.93016  -0.6625
C: 3.01494 -0.72285 4.08344  -0.1450
C: 4.28690 0.97338 0.29004  -0.0459
C: 5.15722 2.04525 0.50142  -0.3019
C: 6.26635 2.25221 -0.30728  -0.6236
C: 6.53691 1.38247 -1.35445  -0.3430
C: 5.68215 0.31575 -1.58794  -0.8198
C: 4.57043 0.12066 -0.77817  0.3743
H: 3.00997 1.94530 2.42577  -0.2982
H: 4.22832 -1.97930 1.19318  0.2348
H: 4.74631 -3.86108 2.68264  0.3877
H: 4.16161 -3.74948 5.08490  0.3717
H: 3.06634 -1.71947 5.98338  0.3873
H: 2.52941 0.15860 4.49155  0.3300
H: 4.96689 2.72971 1.32016  0.2717
H: 6.92351 3.09246 -0.11760  0.3712
H: 7.40764 1.53391 -1.98012  0.3608
H: 5.87778 -0.36482 -2.40852  0.3698
H: 3.91385 -0.71648 -0.98896  0.1189

Output
Gap between HOMO and LUMO (alpha / beta) ... 6.65 / 6.27 eV
HOMO (alpha / beta) ... -7.136 / -7.131 eV
LUMO (alpha / beta) ... -0.488 / -0.862 eV
Charge ... 0
Spin multiplicity ... 1
Relative energy (zero: lowest compared OMol25 entry of this formula, charge and spin) ... 57.2 kcal/mol